{
  "formula": "C33H52ClN8O5S",
  "method": "ωB97M-V with the def2-TZVPD basis set",
  "charge": 1,
  "orbital_gap_ev": 6.2550,
  "fmax_ev_per_a": 10.246,
  "e_homo_ha": -0.3955,
  "e_tot_ha": -2960.1822,
  "lumo_ev": -4.5,
  "species": ["C", "O", "C", "C", "C", "C", "C", "C", "C", "C", "C", "C", "N", "C", "C", "C", "C", "O", "O", "C", "C", "C", "C", "S", "O", "O", "Cl", "H", "H", "H", "H", "H", "H", "H", "H", "H", "H", "H", "H", "H", "H", "H", "H", "H", "H", "H", "H", "H", "H", "H", "H", "H", "H", "H", "H", "H", "H", "H", "C", "C", "N", "H", "H", "H", "C", "C", "N", "H", "H", "H", "C", "C", "N", "H", "H", "H", "C", "C", "N", "H", "H", "H", "C", "C", "N", "H", "H", "H", "C", "C", "N", "H", "H", "H", "C", "C", "N", "H", "H", "H"],
  "xyz": [[1.09016, -4.49013, 2.56498], [2.36218, -3.92161, 3.07472], [2.89497, -2.93120, 2.12517], [1.96626, -1.57555, 2.28580], [2.87196, -0.25382, 2.74481], [2.71851, 0.11742, 4.34215], [2.41982, 1.74937, 4.55350], [3.65126, 2.69889, 4.03312], [3.20846, 3.90063, 3.00107], [3.52256, 3.36993, 1.48249], [2.40568, 3.77866, 0.35473], [2.95162, 4.55455, -1.02215], [1.97133, 4.92073, -2.13017], [0.48253, 4.64197, -2.11973], [-0.23755, 3.89278, -0.82173], [0.79655, 3.47096, 0.40922], [0.12551, 2.71990, 1.70260], [-0.30236, 3.48469, 2.74334], [-0.11594, 1.26714, 1.84081], [-1.12566, 0.78353, 0.88649], [-2.62271, 1.42578, 1.07075], [-3.62234, 0.57961, 2.06261], [-4.90897, 1.59991, 2.38061], [-4.56740, 2.78683, 3.79162], [-5.05657, 2.07206, 5.09709], [-3.08735, 3.21734, 3.93514], [-5.70587, 4.56767, 3.65832], [1.30143, -5.60919, 2.29526], [0.27565, -4.34076, 3.40797], [0.67651, -3.95631, 1.60648], [2.81976, -3.28225, 0.98730], [4.00938, -2.58694, 2.36333], [1.00157, -1.72475, 2.93199], [1.58235, -1.30782, 1.18852], [2.40252, 0.65720, 2.15026], [3.99484, -0.37276, 2.42369], [3.71091, -0.22337, 4.90910], [1.75907, -0.42924, 4.73019], [1.35824, 2.05169, 4.15861], [2.37341, 1.88634, 5.73843], [4.53489, 2.02774, 3.59245], [4.12419, 3.24522, 4.98330], [2.13124, 4.32455, 3.17075], [3.95309, 4.80735, 3.22089], [3.78891, 2.20975, 1.50454], [4.53817, 3.90201, 1.14981], [4.10125, 4.76974, -1.10106], [2.39035, 5.40980, -2.97356], [-0.20639, 4.93236, -3.03368], [-1.39101, 3.63069, -0.77382], [-1.23170, -0.39708, 1.01339], [-0.79669, 0.94067, -0.24810], [-3.12987, 1.40905, -0.00755], [-2.64777, 2.54292, 1.41908], [-4.11817, -0.35226, 1.50644], [-3.14753, 0.26919, 3.08822], [-5.06801, 2.26629, 1.40785], [-5.91388, 0.99633, 2.57306], [-0.95370, -0.42599, -3.59155], [-1.98579, -0.85273, -2.56038], [-2.84198, -1.20676, -1.70508], [0.00459, -0.23258, -3.10177], [-0.82049, -1.21662, -4.33501], [-1.28592, 0.48528, -4.09634], [3.82152, -6.92424, 0.75657], [3.72009, -5.92317, -0.38281], [3.63586, -5.09274, -1.32793], [4.87192, -7.13671, 0.97362], [3.34775, -6.51700, 1.65395], [3.31957, -7.85553, 0.48023], [-7.87243, 4.32555, 0.07504], [-7.13154, 3.03073, -0.21675], [-6.51700, 1.95664, -0.45888], [-7.37236, 4.86725, 0.88256], [-7.88939, 4.95497, -0.81889], [-8.90057, 4.10690, 0.37625], [0.75209, -4.41326, -6.13701], [0.88772, -2.91194, -5.94136], [1.00024, -1.66656, -5.77916], [0.20332, -4.85034, -5.29832], [0.21055, -4.62102, -7.06392], [1.74269, -4.87285, -6.19259], [1.35209, 0.89162, -8.22969], [1.48772, 2.39293, -8.03404], [1.60024, 3.63832, -7.87184], [0.80332, 0.45454, -7.39100], [0.81055, 0.68385, -9.15660], [2.34269, 0.43203, -8.28528], [1.22880, -10.14249, 1.69655], [1.71776, -8.88858, 2.40311], [2.12345, -7.84847, 2.98923], [0.32491, -9.91885, 1.12336], [2.00036, -10.51141, 1.01524], [1.00132, -10.91963, 2.43134], [-4.50758, 2.76617, -3.87456], [-3.05474, 2.76982, -3.42753], [-1.84956, 2.77293, -3.05675], [-5.07615, 2.03923, -3.28814], [-4.94410, 3.75847, -3.73173], [-4.57127, 2.49800, -4.93268]],
  "atomic_forces_ev_per_a": [[-0.3532, -0.0818, 0.0685], [-0.2594, 0.3908, -2.2518], [-0.8894, 1.3997, -0.1284], [0.7347, 0.9291, -1.6988], [-1.2399, 0.3557, 0.0280], [-0.1432, 0.5764, -0.6999], [0.6363, -0.8377, 1.4775], [0.0968, 0.5067, 0.9080], [1.3207, 0.1206, 0.3422], [0.4889, 0.6845, -0.6181], [-1.7094, 1.0108, -3.4700], [-4.0917, -1.7028, 1.8357], [-1.0795, -1.5912, 2.8972], [0.6611, -1.5904, 3.5823], [5.3429, 0.8895, -0.1145], [0.6280, 0.8735, -2.6999], [-3.0738, 2.7646, 5.8909], [3.3792, -4.8348, -7.3236], [0.0378, 3.5383, -1.7746], [-1.4765, -1.0239, -1.5637], [-0.5965, -0.3290, -0.5170], [-0.7640, 0.8939, 0.2296], [-0.4795, -0.2910, -2.3372], [3.3775, -2.2721, 6.6920], [1.0971, 2.5881, -5.1991], [-5.1595, -1.1916, -1.7686], [0.4407, -1.0585, -0.5157], [-0.7264, 2.0661, 0.7337], [1.7013, -0.6535, -1.6925], [0.9971, -0.8101, 1.7449], [0.3128, 0.4233, 2.5270], [-2.3851, -1.3495, -0.2275], [2.0934, 0.1974, -0.9680], [0.6624, -0.5249, 2.2625], [1.0878, -1.7963, 1.1434], [-2.1755, 0.1371, 0.5746], [-2.3985, 0.8029, -0.9836], [2.0612, 0.8495, -0.4860], [2.1827, -0.6274, 0.4736], [-0.0563, -0.2010, -2.5685], [-1.9808, 1.5501, 0.7135], [-1.0525, -1.2783, -2.0527], [1.9616, -1.1884, -0.3714], [-1.7010, -1.9047, -0.6547], [-1.1032, 2.4575, -0.3078], [-2.2794, -1.1635, 0.4834], [-2.6474, -0.2469, -0.2657], [-0.9040, -0.8855, 1.3784], [2.0093, -0.5710, 1.9482], [2.8371, 0.7115, -0.2803], [0.5448, 2.6731, -0.0164], [-0.4338, -0.1338, 2.4410], [1.0832, -0.0715, 2.2281], [0.5083, -2.0753, -0.4777], [1.2718, 2.0527, 1.2717], [-0.7407, 0.5178, -2.1330], [0.2601, -1.4002, 2.1948], [2.2286, 1.6181, 0.0681], [-0.9641, -0.4446, 0.7918], [-5.5720, -2.2097, 5.5953], [6.7788, 2.8766, -6.7002], [-0.1892, -0.0890, -0.0199], [-0.0508, 0.1289, 0.2699], [-0.0083, -0.1709, 0.2036], [0.0457, 1.0180, -1.0684], [-0.4919, 5.4249, -6.2355], [0.6140, -6.5749, 7.5092], [-0.1281, 0.1171, -0.1292], [0.1251, 0.0063, -0.2876], [0.0791, 0.2945, -0.0491], [0.5730, -1.0452, -0.2249], [3.9508, -6.9568, -1.6296], [-4.8255, 8.5744, 1.8198], [0.0111, -0.1989, -0.1010], [0.0546, -0.2036, 0.0885], [0.2046, -0.0895, -0.0646], [0.1238, 1.2006, 0.1574], [0.7673, 8.1397, 1.0351], [-0.8786, -9.9572, -1.3821], [0.0990, 0.1967, -0.0823], [0.0835, 0.1752, 0.1380], [-0.1165, 0.2063, 0.0444], [0.0711, 1.2458, 0.1506], [0.7480, 8.2089, 1.0527], [-0.9159, -9.9515, -1.2164], [0.1470, 0.1337, -0.0837], [0.0948, 0.1711, 0.1232], [-0.1390, 0.1756, 0.0499], [0.3912, 1.0303, 0.5863], [2.5761, 6.7882, 3.9934], [-3.4039, -8.5323, -4.5382], [0.1590, 0.0768, 0.1437], [-0.0566, 0.1324, 0.1499], [0.0806, 0.2138, -0.0431], [1.1511, -0.0548, 0.3561], [7.7076, 0.0493, 2.4135], [-9.6252, 0.0102, -3.0175], [0.2092, 0.0701, 0.0357], [0.2087, -0.1233, 0.0249], [0.1657, 0.0446, 0.1678]],
  "mulliken_charge": [-0.4363, -0.4037, -0.3184, -0.2936, 0.7154, -0.8690, -0.1154, -0.7232, -0.4754, -0.3821, 0.2643, -0.6946, -0.0607, -0.4006, -0.2865, 0.3906, 0.2932, -0.4071, -0.0497, -0.3683, -0.2027, -0.5532, -0.3820, 0.9367, -0.5583, -0.4134, -0.2392, 0.0905, 0.2410, 0.2614, 0.1943, 0.2290, 0.2382, 0.0463, -0.8399, 0.4134, 0.2763, 0.3234, 0.0163, 0.3237, 0.2752, 0.3859, 0.2567, 0.3643, 0.2406, 0.3533, 0.3544, 0.3190, 0.3701, 0.3254, 0.3082, -0.0477, 0.1227, 0.2863, 0.4165, 0.2812, 0.0450, 0.4065, -0.6244, 0.4531, -0.5556, 0.2945, 0.1998, 0.1919, -0.3353, 0.3171, -0.4928, 0.3007, 0.1056, 0.0691, -0.6784, 0.5558, -0.5564, 0.2107, 0.2778, 0.2828, -0.7473, 0.5127, -0.5517, 0.2776, 0.2765, 0.2835, -0.4375, 0.2951, -0.4383, 0.0549, 0.2746, 0.2519, -0.8293, 0.5470, -0.5492, 0.2693, 0.2878, 0.3133, -0.8668, 0.5773, -0.5543, 0.2685, 0.3043, 0.3196]
}